(1)
16
Properties=species:S:1:pos:R:3:mulliken_charge:R:1 method="wB97M-V/def2-TZVPD" multiplicity=1 e_lumo_ev=-0.023 gap_ev=7.63
C -0.553 0.140 0.998 -0.5320
C 0.254 0.077 2.081 -0.7443
C 0.255 -0.410 -0.216 0.6854
C -0.755 0.362 -0.929 -0.3137
C -0.321 1.689 -1.433 -1.1025
C 0.187 -1.924 -0.326 -1.4268
H -1.628 0.060 1.025 0.3670
H 0.058 0.783 2.885 0.3337
H 1.319 0.018 1.885 0.2866
H 1.282 -0.067 -0.372 0.4176
H -1.115 2.320 -1.834 0.3025
H 0.068 2.223 -0.550 0.3209
H 0.478 1.705 -2.182 0.3446
H 0.434 -2.386 0.631 0.2969
H -0.823 -2.248 -0.585 0.3892
H 0.860 -2.341 -1.075 0.3749



(2)
16
Properties=species:S:1:pos:R:3:mulliken_charge:R:1 method="wB97M-V/def2-TZVPD" multiplicity=1 e_lumo_ev="0.606 / 0.605" gap_ev="7.79 / 7.79"
C 2.085 -0.056 0.036 -1.2874
C 0.647 -0.242 0.456 0.0540
C -0.905 -1.342 -0.872 -0.9351
C -1.910 -0.385 -0.495 -0.1596
C -1.639 0.708 0.236 -0.4644
C -0.201 0.986 0.568 -0.5715
H 2.597 0.572 0.785 0.3288
H 2.160 0.459 -0.925 0.3536
H 2.644 -0.996 -0.022 0.3590
H 0.569 -0.881 1.347 0.3164
H -0.735 -1.404 -1.950 0.1896
H 0.009 -1.445 -0.213 0.4970
H -2.918 -0.523 -0.891 0.3530
H -2.404 1.429 0.509 0.3651
H 0.200 1.780 -0.078 0.3086
H -0.124 1.354 1.601 0.2930



(3)
16
Properties=species:S:1:pos:R:3:mulliken_charge:R:1 method="wB97M-V/def2-TZVPD" multiplicity=1 e_lumo_ev=0.307 gap_ev=8.53
C 1.535 -0.262 0.843 -1.3841
C 0.403 -1.010 0.112 0.4492
C -0.914 -0.877 0.840 -0.6609
C -1.284 0.566 0.571 -0.3689
C -0.636 0.974 -0.777 -0.6921
C -0.173 -0.427 -1.191 -0.6723
H 1.670 -0.699 1.840 0.3483
H 1.327 0.803 0.986 0.3375
H 2.490 -0.348 0.316 0.3341
H 0.719 -2.052 -0.021 0.3255
H -1.115 -1.001 -1.307 0.3239
H -2.363 0.746 0.602 0.3200
H -0.871 1.075 1.460 0.3345
H 0.186 1.694 -0.687 0.2720
H -1.364 1.398 -1.474 0.3254
H 0.388 -0.580 -2.114 0.4079